No. 1
19
Properties=species:S:1:pos:R:3 method="wB97M-V/def2-TZVPD" lumo_energy_ev=-0.165 energy_ev=-15030.4339 e_homo_ev=-9.024 total_charge=0 e_above_lowest_kcal_mol=43.3 multiplicity=1 smiles="Cc1cccc2ncoc(=O)c12"
C -1.26966 -1.79783 -1.65422
C -1.00410 -0.37768 -1.12388
C -1.94680 0.68445 -1.30240
C -1.88550 1.92679 -0.67797
C -0.79246 2.18451 0.15325
C 0.07133 1.14312 0.52083
C 2.06084 0.38761 1.59459
C 0.87281 -1.22805 0.32363
C 0.05528 -0.13979 -0.12375
H -1.61535 -2.19215 -0.63792
H -2.06287 -1.94232 -2.40659
H -0.40991 -2.61355 -2.00355
H -2.61651 0.46837 -2.15617
H -2.57777 2.73117 -1.05909
H -0.58701 3.14457 0.68476
H 2.86493 0.45752 2.30954
N 1.21744 1.35972 1.34551
O 1.95069 -0.87796 1.15999
O 0.73830 -2.40584 0.03874



No. 2
137
Properties=species:S:1:pos:R:3 method="wB97M-V/def2-TZVPD" lumo_energy_ev=-0.296 energy_ev=-93975.2791 e_homo_ev=-7.941 total_charge=0 multiplicity=1
C 5.03921 -0.68738 0.83143
C 4.34168 -0.45234 -0.50053
O 3.84095 -1.39615 -1.12769
N 4.34278 0.87910 -1.03338
C 5.70133 1.19865 -1.52989
C 3.87181 1.86051 -0.04662
C 3.28302 3.13068 -0.71385
C 1.91083 3.51364 -0.11558
C 0.79759 3.86382 -1.12899
Si -0.22967 2.32365 -1.52238
B -2.20785 2.64239 -1.21575
O -2.71024 3.90819 -1.52238
N -3.11349 1.61107 -0.72934
C -3.28221 0.54086 -1.71745
C -2.76061 1.09309 0.59417
H 5.82715 0.04677 0.99731
H 4.34499 -0.67198 1.67090
H 5.48392 -1.68411 0.78799
H 5.65376 1.71690 -2.48741
H 6.22945 1.79897 -0.78400
H 6.26994 0.27536 -1.67949
H 4.69849 2.16195 0.61774
H 3.11464 1.38901 0.58239
H 3.20177 2.97725 -1.79167
H 3.99189 3.94826 -0.56479
H 2.04294 4.37880 0.54397
H 1.58516 2.69703 0.52969
H 1.23675 4.23032 -2.06380
H 0.19839 4.66815 -0.69957
H 0.04566 1.86461 -2.91024
H 0.28413 1.28587 -0.59658
H -3.41983 3.75578 -2.15745
H -3.91707 0.86448 -2.53425
H -3.78763 -0.30672 -1.26038
H -2.34123 0.17488 -2.15258
H -3.10325 1.78261 1.37054
H -1.69180 0.87174 0.71901
H -3.30222 0.15403 0.74100
O -3.00439 -2.15251 -0.13602
H -2.82771 -2.86451 -0.75836
H -2.76040 -2.53104 0.72175
O 0.78429 1.06425 1.96045
H 1.01823 0.35593 2.56840
H 0.19214 1.62344 2.47455
O -5.63074 -3.84994 0.72121
H -4.91982 -3.22291 0.53176
H -6.39506 -3.28343 0.89068
O 5.14901 4.42230 -3.35952
H 4.91232 3.67082 -3.91031
H 5.78850 4.91305 -3.88238
O 1.13373 7.13871 0.46755
H 0.20623 7.31816 0.27808
H 1.59066 7.33640 -0.35347
O -4.08591 0.79120 -4.74272
H -4.10988 -0.02040 -5.26265
H -3.65828 1.41879 -5.33257
O 4.67623 -1.84910 3.88207
H 4.65474 -2.69784 3.42663
H 4.68412 -2.09062 4.81291
O 0.22579 -0.13655 -4.90574
H 0.77445 0.65085 -4.98391
H 0.65838 -0.65023 -4.21490
O -7.35041 -5.10829 3.27127
H -8.15380 -4.58286 3.29819
H -6.85207 -4.75300 2.52235
O -5.86238 -1.76096 -4.57084
H -6.80445 -1.78211 -4.37894
H -5.60011 -0.86703 -4.32901
O -4.09704 -3.76752 -3.51481
H -4.51364 -3.17027 -4.15520
H -4.63270 -3.64210 -2.72581
O 3.19512 3.99178 2.92402
H 2.59873 4.74654 2.87356
H 3.79717 4.11926 2.18224
O -0.97956 8.96562 1.61990
H -1.30482 9.79374 1.97992
H -0.56129 8.51995 2.36127
O 1.77148 -1.38014 -7.21918
H 1.96662 -2.10776 -6.62184
H 1.15350 -0.83670 -6.71084
O 4.79606 -1.39478 -7.63585
H 3.83414 -1.47777 -7.67374
H 5.11531 -2.25303 -7.34988
O 6.01688 4.66285 2.88013
H 6.72344 5.23821 3.18688
H 5.35229 4.66020 3.58009
O -7.83597 -2.40159 3.90408
H -8.31282 -1.65706 4.28092
H -7.28551 -2.74081 4.61875
O 7.93206 2.33355 1.20354
H 8.00160 1.65082 1.87620
H 7.32352 2.98146 1.59177
O -2.67147 -1.40474 2.83683
H -2.17495 -0.58517 2.75466
H -2.20702 -1.91683 3.50364
O 1.41483 2.36667 4.41187
H 1.94070 2.60402 3.63617
H 1.95140 2.66400 5.15145
O -5.64797 -4.89756 5.87598
H -5.02044 -5.62410 5.97381
H -5.78260 -4.83191 4.92389
O -7.69648 -2.58358 -2.30798
H -7.52636 -3.37852 -2.82557
H -7.58446 -2.87670 -1.39623
O -5.31111 5.52170 -0.76431
H -4.78409 4.71998 -0.66346
H -5.47355 5.58964 -1.70740
O 10.11711 0.88466 -0.99527
H 9.94053 1.59792 -1.61330
H 9.55279 1.07829 -0.23935
O 3.78665 1.36784 5.81945
H 3.79477 0.59426 5.24963
H 3.94258 1.04142 6.70967
O -0.71091 -3.62813 0.93412
H -0.24966 -3.23303 0.18395
H -0.25074 -3.27920 1.70164
O -5.76508 -5.65524 -5.03161
H -4.98177 -5.30200 -4.58311
H -5.61705 -5.47636 -5.96271
O -5.75094 -7.55070 3.11907
H -6.54750 -7.00340 3.13557
H -5.24853 -7.22823 2.36706
O 0.72901 -4.30463 -1.65237
H -0.18024 -4.61252 -1.71551
H 1.22176 -5.08312 -1.38003
O 12.63894 -0.50894 -0.77268
H 12.98596 -0.71725 -1.64172
H 11.77360 -0.09861 -0.93329
O -8.67786 -3.17899 0.71867
H -8.80671 -3.17956 1.67339
H -9.15984 -3.94660 0.39678
O 1.85896 -1.95666 1.91924
H 2.67930 -1.80884 2.39890
H 2.09622 -1.87350 0.98669
O -2.87584 -5.48575 6.38204
H -3.35765 -4.74433 6.76579
H -2.32347 -5.82038 7.09322



No. 3
31
Properties=species:S:1:pos:R:3 method="wB97M-V/def2-TZVPD" lumo_energy_ev="-3.621 / -3.620" energy_ev=-46992.8347 e_homo_ev="-9.453 / -9.452" total_charge=0 e_above_lowest_kcal_mol=47.5 multiplicity=1
Au 0.20348 -1.12367 -1.88865
O -1.78667 -0.20684 1.86903
C -0.91142 -0.30834 1.02703
O -1.12603 -0.33303 -0.25045
C 0.53746 -0.31236 1.46574
C 0.77596 -0.18986 2.82618
C 2.06033 -0.12905 3.31694
C 3.15245 -0.17692 2.46984
C 2.90247 -0.29503 1.13402
C 1.61997 -0.37550 0.57896
O 1.61688 -0.50610 -0.75425
N 4.03654 -0.35815 0.19045
O 4.46579 0.69310 -0.23368
O 4.48865 -1.45618 -0.05909
N 2.28971 0.00178 4.76073
O 3.44310 0.07329 5.14195
O 1.31958 0.04467 5.48771
H -0.07024 -0.14644 3.49634
H 4.15990 -0.12544 2.85752
F -1.00831 -1.97059 -3.13093
C -4.12442 -0.00324 -3.13872
N -2.69357 0.09790 -3.37913
C -1.91126 0.93091 -2.73975
N -2.41434 1.82778 -1.90895
S -0.18111 0.97491 -3.05756
H -4.52683 -0.78258 -3.77703
H -4.61934 0.93717 -3.38778
H -4.32966 -0.26176 -2.09690
H -2.22074 -0.65150 -3.86979
H -3.37972 1.79951 -1.62546
H -1.76862 2.33157 -1.32430



No. 4
29
Properties=species:S:1:pos:R:3 method="wB97M-V/def2-TZVPD" lumo_energy_ev=-1.008 energy_ev=-645425.3885 e_homo_ev=-9.870 total_charge=0 e_above_lowest_kcal_mol=23.6 multiplicity=1
C 3.33406 1.98081 -1.41822
Br 4.81371 2.51974 -2.70705
Br 1.74310 3.08910 -1.68832
Br 4.02155 2.15191 0.47060
H 2.89134 0.99972 -1.59016
C -2.24373 -3.60070 0.90474
Br -0.78885 -4.29417 2.03536
Br -2.99233 -1.76351 1.38913
Br -3.61728 -4.93251 0.67790
H -1.80092 -3.39834 -0.07050
C -0.33134 -1.92368 -3.31258
Br -1.27841 -2.09300 -5.02486
Br -1.74784 -1.41003 -1.92421
Br 1.24012 -0.72339 -3.36057
H 0.02929 -2.92737 -3.08754
C -1.74058 2.14520 0.59870
C -1.36639 2.36448 1.93304
C -0.33627 1.58937 2.45796
C 0.37538 0.66487 1.67721
C 0.08601 0.52744 0.30132
C -1.01709 1.24532 -0.19420
N 1.58797 -0.05499 2.21668
O 2.48343 -0.55228 1.51654
O 1.67531 -0.03617 3.45008
H -2.59176 2.67328 0.19492
H -1.82666 3.07903 2.59934
H -0.09611 1.73864 3.50029
H 0.72714 -0.08403 -0.31631
H -1.23285 1.02525 -1.22929